Record 1
The following is a quantum chemistry calculation of an isolated molecule of C5H12N in a non-equilibrium geometry, from the Open Molecules 2025 dataset.

Each line ends with the natural charge from an NBO analysis.
Atoms and positions in Å:
C1 -1.5350 -0.1132 -0.2279  -0.3040
C2 -0.4280 -0.2734 0.8292  -0.4722
C3 0.9425 -0.1649 0.1036  -0.0672
C4 1.9020 0.6310 0.7255  -0.4101
C5 1.2877 -1.4349 -0.5636  -0.6639
N1 -1.4520 1.3783 -0.6189  -1.0303
H1 -2.5400 -0.4077 0.0897  0.2210
H2 -1.4328 -0.5302 -1.2283  0.2110
H3 -0.5436 0.5563 1.5336  0.2179
H4 -0.6311 -1.1137 1.5146  0.2258
H5 1.5253 1.4384 1.3525  0.1780
H6 2.9235 0.3155 0.9346  0.2019
H7 1.4549 -2.3015 0.1310  0.2132
H8 2.1886 -1.4868 -1.1701  0.2278
H9 0.4631 -1.7794 -1.2035  0.2070
H10 -0.5679 1.7845 -0.2888  0.3998
H11 -2.1576 2.0561 -0.2789  0.3135
H12 -1.3994 1.4455 -1.6344  0.3307

Computed properties:
Multiplicity: 2
Orbital gap (alpha / beta): 3.88 / 9.65 eV



Record 2
The following is a quantum chemistry calculation of the ion C8H15N4O2S with charge +1 in a non-equilibrium geometry, from the Open Molecules 2025 dataset.

Each line ends with the natural charge from an NBO analysis.
Atoms and positions in Å:
C1 0.5191 2.6224 2.7636  -0.7249
C2 0.2790 1.8610 1.5951  0.7087
O1 -0.3043 0.8016 1.5596  -0.5728
N1 0.6662 2.4235 0.3537  -0.6103
C3 0.6267 1.8022 -0.8332  0.6913
N2 1.1983 2.4294 -1.9202  -0.7550
N3 0.1815 0.6403 -1.0460  -0.4653
C4 -0.7083 -0.1553 -1.5177  0.4779
C5 -1.8164 0.3826 -2.3804  -0.7114
C6 -0.8252 -1.5801 -1.0758  -0.1098
S1 0.3949 -2.3770 -2.5308  -0.1851
N4 -0.1783 -1.8203 0.1776  -0.6506
C7 0.2052 -3.0246 0.6845  0.7138
C8 0.3540 -3.0805 2.1891  -0.6898
O2 0.1770 -4.0349 0.0100  -0.5994
H1 -0.3182 2.9012 3.3570  0.2863
H2 1.0613 1.8920 3.3470  0.2824
H3 1.1433 3.5710 2.5289  0.2249
H4 0.9877 3.3649 0.4563  0.4269
H5 0.8983 2.0777 -2.7825  0.4110
H6 1.7280 3.2850 -1.9518  0.4222
H7 -2.8053 0.4242 -1.9139  0.2723
H8 -2.0358 -0.0793 -3.3447  0.2819
H9 -1.5217 1.3841 -2.6377  0.2190
H10 -1.7262 -1.9364 -1.4322  0.2423
H11 0.5753 -3.5285 -1.6280  0.2548
H12 -0.0602 -0.9205 0.6327  0.4390
H13 1.3460 -3.5208 2.2027  0.2462
H14 0.3864 -2.0948 2.5359  0.2113
H15 -0.4285 -3.7102 2.6015  0.2622

Computed properties:
SMILES string: CC(=O)NC(=[NH2+])/N=C(\C)[C@@H](S)NC(C)=O
Net charge: +1
Orbital gap: 7.95 eV



Record 3
The following is a quantum chemistry calculation of a cluster of 3 separate species, C36H70O10 in total in a non-equilibrium geometry, from the Open Molecules 2025 dataset.

Each line ends with the Löwdin charge.
Atoms and positions in Å:
C1 6.5294 1.0912 1.4598  -0.1324
C2 6.1432 0.3865 0.0972  -0.2414
C3 6.1870 -1.2025 0.2464  -0.1955
C4 4.7429 -1.8263 0.1473  -0.1924
C5 4.6817 -3.1240 -0.7568  -0.2020
C6 3.3439 -3.1306 -1.5988  -0.1996
C7 3.4198 -2.1534 -2.8346  -0.1961
C8 1.9861 -1.4679 -2.9945  -0.1995
C9 2.1377 0.0306 -2.5502  -0.1894
C10 0.7742 0.8098 -2.3322  -0.1900
C11 -0.5231 -0.0609 -2.5045  -0.2083
C12 -1.7935 0.8933 -2.5040  -0.1901
C13 -3.1153 0.1591 -2.9543  -0.1800
C14 -4.0982 -0.1590 -1.7525  -0.1135
C15 -3.6787 -1.4417 -0.9420  -0.2685
O1 -4.5656 -2.5021 -1.3488  -0.1986
C16 -4.0279 -3.2665 -2.4341  -0.0883
C17 -3.8123 -1.2847 0.6246  -0.2564
C18 -4.1431 -2.7117 1.2141  -0.1153
C19 -3.8903 -2.8542 2.7584  -0.1714
C20 -5.1202 -2.4032 3.6462  -0.2666
O2 -6.2390 -3.2650 3.4235  -0.0850
O3 -2.5932 -0.8006 1.2199  -0.1163
C21 -2.7553 0.6018 1.5672  -0.3223
C22 -3.5599 0.7528 2.9325  -0.0172
C23 -1.3231 1.1951 1.8121  -0.1169
C24 -0.9183 2.3841 0.8629  -0.1912
C25 -2.0624 3.4107 0.5493  -0.2009
C26 -1.4281 4.5232 -0.3987  -0.1738
C27 -2.3055 5.8290 -0.5060  -0.2264
O4 -1.5769 6.9525 0.0211  -0.2153
C28 -1.3627 6.7293 1.4328  -0.1048
H1 6.1278 0.5152 2.3292  0.0681
H2 6.1075 2.1255 1.5024  0.0637
H3 7.6349 1.1847 1.5794  0.0675
H4 5.1175 0.7424 -0.1773  0.0895
H5 6.8755 0.6710 -0.6984  0.0991
H6 6.8704 -1.5874 -0.5422  0.0958
H7 6.6132 -1.4064 1.2598  0.0971
H8 4.3481 -2.0590 1.1697  0.1118
H9 4.0606 -1.0719 -0.3087  0.0723
H10 4.7540 -4.0502 -0.1305  0.1054
H11 5.5278 -3.0984 -1.4792  0.0769
H12 2.5022 -2.9241 -0.8967  0.1047
H13 3.1886 -4.1715 -1.9891  0.1075
H14 3.7317 -2.6716 -3.7682  0.0938
H15 4.1799 -1.3614 -2.6283  0.0882
H16 1.2670 -2.0528 -2.3821  0.0925
H17 1.6943 -1.4498 -4.0767  0.1083
H18 2.7227 0.0999 -1.5943  0.0911
H19 2.7243 0.5947 -3.3151  0.1117
H20 0.6614 1.7063 -2.9914  0.1068
H21 0.7778 1.1899 -1.2820  0.0855
H22 -0.6204 -0.7155 -1.6024  0.1076
H23 -0.5557 -0.6420 -3.4528  0.1083
H24 -1.9103 1.4404 -1.5387  0.0815
H25 -1.5863 1.6758 -3.2868  0.1084
H26 -3.6619 0.7547 -3.7300  0.1087
H27 -2.8079 -0.8139 -3.4110  0.0880
H28 -4.1813 0.7738 -1.1454  0.0988
H29 -5.1144 -0.3355 -2.1945  0.1242
H30 -2.6029 -1.6778 -1.1453  0.1431
H31 -3.0687 -2.8790 -2.8394  0.0820
H32 -3.9276 -4.3270 -2.0725  0.0940
H33 -4.8017 -3.3083 -3.2467  0.0953
H34 -4.6908 -0.6346 0.8843  0.1589
H35 -5.2405 -2.8818 1.0573  0.1235
H36 -3.5651 -3.5308 0.7151  0.1246
H37 -3.7708 -3.9540 2.9657  0.1140
H38 -2.9611 -2.3672 3.1279  0.1047
H39 -4.7796 -2.4740 4.7160  0.1138
H40 -5.3777 -1.3304 3.4781  0.0989
H41 -5.8958 -4.0205 2.9336  0.0698
H42 -3.3117 1.0605 0.7225  0.1043
H43 -3.4927 -0.2215 3.4819  0.0714
H44 -4.6236 1.0496 2.7753  0.0840
H45 -3.0999 1.5119 3.6082  0.0582
H46 -1.1252 1.5125 2.8589  0.0999
H47 -0.5993 0.3597 1.6008  0.1215
H48 -0.1152 2.9586 1.4023  0.1187
H49 -0.4710 2.0743 -0.1090  0.0698
H50 -2.5467 3.8436 1.4540  0.1124
H51 -2.8634 2.9341 -0.0801  0.0942
H52 -1.4181 4.0641 -1.4249  0.1055
H53 -0.3665 4.7163 -0.1129  0.1111
H54 -2.4894 6.0516 -1.5884  0.1209
H55 -3.3010 5.6951 -0.0158  0.1181
H56 -1.1355 7.7170 1.9086  0.0936
H57 -0.4728 6.0843 1.6316  0.0873
H58 -2.3098 6.2874 1.8273  0.0893
C29 6.2835 -4.7580 -7.1970  -0.0218
C30 6.3293 -3.3817 -6.5695  -0.3359
C31 7.7219 -2.8673 -6.3297  -0.1029
O5 7.5437 -2.0152 -5.1984  0.0735
C32 6.4639 -2.4778 -4.5174  -0.5279
O6 6.1532 -2.1229 -3.4261  0.1442
O7 5.7855 -3.4030 -5.2461  0.0827
H59 6.6021 -5.5223 -6.4855  0.0937
H60 5.2610 -5.0066 -7.4868  0.0859
H61 6.9140 -4.8102 -8.0858  0.0902
H62 5.7428 -2.6754 -7.1662  0.1606
H63 8.1082 -2.3032 -7.1783  0.1407
H64 8.4373 -3.6526 -6.0686  0.1417
C33 -5.0790 2.7407 7.7999  -0.0218
C34 -3.7384 2.2968 7.2562  -0.3381
C35 -2.5725 2.7069 8.1109  -0.1053
O8 -1.5219 2.8312 7.1558  0.0698
C36 -2.0981 3.1187 5.9610  -0.5547
O9 -1.5024 3.4755 4.9953  0.1567
O10 -3.4486 2.9484 6.0141  0.0753
H65 -5.1999 3.8216 7.7060  0.0934
H66 -5.8882 2.2841 7.2270  0.0864
H67 -5.1970 2.4560 8.8464  0.0904
H68 -3.7419 1.2161 7.0798  0.1601
H69 -2.3227 1.9565 8.8607  0.1411
H70 -2.7135 3.6721 8.6059  0.1417

Computed properties:
SMILES string: CCCCCCCCCCCCCC[C@H](OC)[C@@H](CCCO)O[C@@H](C)CCCCCOC.C[C@@H]1COC(=O)O1.C[C@@H]1COC(=O)O1
Orbital gap: 9.72 eV